Entry from the Open Molecules 2025 dataset: a cluster of 16 separate species, C55H110N6O29 in total at a distorted geometry (ωB97M-V/def2-TZVPD).

Positions of all 200 atoms, in Å:
C: 0.43 -6.21 0.04
O: 1.27 -6.73 -0.64
N: -0.11 -6.66 1.22
C: -0.95 -5.67 1.97
C: 0.52 -7.71 1.97
H: -0.10 -5.32 -0.38
H: -1.64 -5.16 1.32
H: -0.28 -4.91 2.38
H: -1.38 -6.15 2.77
H: -0.23 -8.43 2.48
H: 1.07 -8.32 1.27
H: 1.22 -7.26 2.70
C: 1.33 -1.25 -3.50
O: 0.39 -0.52 -3.64
N: 2.59 -0.89 -3.75
C: 3.64 -1.89 -3.85
C: 2.97 0.42 -4.27
H: 1.20 -2.28 -3.14
H: 3.19 -2.87 -3.68
H: 4.50 -1.70 -3.26
H: 3.86 -1.81 -4.90
H: 3.36 0.92 -3.40
H: 3.80 0.32 -4.91
H: 2.15 0.97 -4.74
C: -4.29 -1.75 -3.46
O: -3.29 -1.05 -3.28
N: -5.55 -1.32 -3.70
C: -6.51 -2.27 -4.25
C: -5.88 0.11 -3.89
H: -4.21 -2.87 -3.46
H: -7.51 -1.90 -3.86
H: -6.26 -3.26 -3.90
H: -6.64 -2.15 -5.27
H: -5.01 0.66 -3.65
H: -6.22 0.32 -4.90
H: -6.59 0.41 -3.13
C: -4.80 -4.61 -0.43
O: -4.80 -4.54 -1.63
N: -4.92 -3.53 0.38
C: -5.24 -2.26 -0.14
C: -4.83 -3.60 1.82
H: -4.82 -5.54 0.25
H: -4.41 -1.53 -0.22
H: -5.89 -1.77 0.52
H: -5.66 -2.30 -1.10
H: -5.77 -3.17 2.33
H: -4.62 -4.64 2.09
H: -4.02 -2.96 2.19
C: 1.15 -4.90 -4.07
O: 2.23 -5.28 -4.50
N: 0.12 -4.61 -4.79
C: -1.14 -4.20 -4.27
C: 0.10 -4.94 -6.19
H: 1.03 -4.72 -2.98
H: -1.80 -5.00 -3.90
H: -1.71 -3.64 -5.02
H: -1.12 -3.38 -3.52
H: 1.02 -5.52 -6.45
H: -0.75 -5.59 -6.48
H: 0.13 -4.09 -6.84
C: -4.23 -1.07 4.39
O: -5.07 -1.89 4.56
N: -4.28 0.22 4.65
C: -3.21 1.15 4.22
C: -5.42 0.80 5.26
H: -3.20 -1.25 3.96
H: -3.60 1.84 3.51
H: -2.45 0.53 3.80
H: -2.71 1.57 5.03
H: -5.73 1.73 4.76
H: -6.24 0.04 5.19
H: -5.21 1.09 6.33
C: -1.42 4.05 -4.28
C: -0.23 3.22 -3.86
O: 0.89 3.77 -4.58
C: 0.50 5.00 -5.03
O: 1.17 5.69 -5.74
O: -0.84 5.19 -4.80
H: -2.14 4.28 -3.47
H: -1.89 3.54 -5.14
H: -0.44 2.22 -4.19
H: 0.05 3.17 -2.81
C: 4.31 -3.32 -0.18
C: 3.27 -4.50 -0.42
O: 2.06 -3.78 -0.51
C: 2.21 -2.49 -0.14
O: 1.35 -1.69 -0.16
O: 3.49 -2.18 -0.02
H: 4.89 -3.21 -1.12
H: 4.92 -3.47 0.69
H: 3.23 -5.17 0.39
H: 3.36 -5.04 -1.40
C: -1.50 -1.98 -0.47
C: -1.26 -0.57 -1.00
O: -0.76 0.14 0.15
C: -0.84 -0.62 1.24
O: -0.47 -0.28 2.32
O: -1.46 -1.79 0.99
H: -0.56 -2.57 -0.82
H: -2.40 -2.46 -0.75
H: -2.14 -0.02 -1.28
H: -0.60 -0.51 -1.85
O: 5.95 1.44 -1.91
C: 6.41 2.32 -2.56
O: 6.89 3.45 -2.12
C: 6.94 3.64 -0.64
C: 6.79 5.12 -0.48
C: 6.40 2.35 -4.11
H: 7.83 3.23 -0.24
H: 6.21 2.94 -0.25
H: 6.98 5.43 0.62
H: 5.83 5.49 -0.74
H: 7.48 5.72 -1.08
H: 7.22 2.98 -4.42
H: 5.51 2.81 -4.57
H: 6.45 1.32 -4.52
O: 2.90 3.89 1.83
C: 3.93 3.23 1.87
O: 4.12 1.96 1.50
C: 2.97 1.32 0.95
C: 2.85 1.48 -0.58
C: 5.04 3.86 2.65
H: 2.09 1.73 1.46
H: 3.03 0.29 1.23
H: 3.00 2.51 -0.88
H: 1.81 1.13 -0.76
H: 3.58 0.81 -1.09
H: 5.90 3.22 2.89
H: 4.47 4.23 3.55
H: 5.51 4.71 2.06
O: 1.19 0.41 -7.10
C: 0.64 1.46 -7.29
O: -0.65 1.73 -6.96
C: -1.36 0.70 -6.17
C: -2.63 0.42 -6.93
C: 1.32 2.78 -7.77
H: -1.56 1.12 -5.19
H: -0.73 -0.20 -6.07
H: -2.39 -0.13 -7.82
H: -3.12 1.42 -7.20
H: -3.40 -0.14 -6.43
H: 1.58 3.24 -6.84
H: 0.58 3.35 -8.38
H: 2.20 2.58 -8.35
O: -0.15 6.97 6.16
C: -0.85 6.43 5.35
O: -2.08 5.86 5.69
C: -2.46 5.83 7.06
C: -2.34 4.35 7.41
C: -0.52 6.17 3.87
H: -3.44 6.27 6.99
H: -1.79 6.41 7.80
H: -3.09 3.73 6.92
H: -2.40 4.17 8.52
H: -1.36 3.99 7.07
H: -1.10 5.33 3.49
H: 0.56 6.00 3.83
H: -0.80 7.03 3.20
O: -3.46 2.91 1.51
C: -3.51 3.02 0.33
O: -2.65 3.79 -0.40
C: -1.70 4.65 0.35
C: -0.37 3.86 0.77
C: -4.53 2.25 -0.49
H: -2.21 5.02 1.25
H: -1.42 5.41 -0.31
H: -0.35 3.62 1.87
H: 0.51 4.43 0.57
H: -0.45 2.84 0.30
H: -4.01 2.11 -1.46
H: -5.42 2.86 -0.61
H: -4.70 1.27 -0.07
O: 0.84 2.20 6.89
C: 1.18 1.73 5.88
O: 2.22 0.91 5.74
C: 2.97 0.47 6.93
C: 2.20 -0.37 7.95
C: 0.60 2.07 4.60
H: 3.35 1.40 7.39
H: 3.94 0.04 6.58
H: 2.85 -0.51 8.86
H: 1.90 -1.25 7.45
H: 1.35 0.24 8.17
H: 1.19 2.94 4.22
H: -0.41 2.32 4.77
H: 0.59 1.26 3.88
O: 2.65 -3.78 2.53
C: 2.88 -2.98 3.39
O: 2.12 -2.89 4.46
C: 1.02 -3.76 4.70
C: -0.20 -2.94 4.28
C: 3.96 -2.01 3.26
H: 1.01 -3.87 5.80
H: 1.28 -4.69 4.24
H: -0.02 -1.90 4.71
H: -1.07 -3.39 4.76
H: -0.42 -2.93 3.21
H: 4.91 -2.47 3.01
H: 3.91 -1.31 4.12
H: 3.75 -1.35 2.39

Output
Calculated total energy, hartree: -4672.1869
Total charge: 0
Spin multiplicity: 1

Entry from the Open Molecules 2025 dataset: a structure of composition C13H14BI2N8O4SeSn (ωB97M-V/def2-TZVPD).

Positions of all 44 atoms, in Å:
Sn: -0.40 -0.07 0.09
C: 1.53 3.77 1.26
C: 0.62 2.99 0.55
N: 1.02 1.72 0.53
N: 2.17 1.66 1.24
C: 2.49 2.88 1.69
B: 2.85 0.27 1.40
N: 1.91 -0.60 2.30
C: 2.21 -1.10 3.57
C: 1.11 -1.62 4.12
C: -0.01 -1.43 3.15
N: 0.63 -0.78 2.01
N: 2.96 -0.36 0.00
C: 3.99 -0.32 -0.88
C: 3.59 -0.95 -2.04
C: 2.27 -1.34 -1.78
N: 1.90 -0.98 -0.56
N: 4.22 0.30 2.06
C: 5.14 -0.70 2.00
C: 6.12 -0.42 2.91
C: 5.70 0.78 3.51
N: 4.56 1.20 3.01
H: 1.49 4.83 1.45
H: -0.29 3.28 0.07
H: 3.38 3.02 2.29
H: 3.21 -1.03 3.95
H: 1.00 -2.05 5.10
H: -0.47 -2.37 2.82
H: 4.92 0.16 -0.63
H: 4.17 -1.10 -2.93
H: 1.57 -1.86 -2.42
H: 5.03 -1.53 1.32
H: 7.01 -1.00 3.12
H: 6.18 1.35 4.29
I: 0.14 1.53 -3.37
C: -1.86 2.25 -3.28
I: -2.81 1.98 -1.41
H: -2.44 1.73 -4.03
H: -1.83 3.32 -3.47
O: -3.59 0.18 3.44
Se: -2.27 -0.11 2.59
O: -2.28 -1.33 1.50
O: -1.58 1.16 1.80
O: -1.04 -0.61 3.74

Output
Calculated total energy, hartree: -4478.7590
Total charge: 0
Spin multiplicity: 2
Expectation value of S²: 0.763

Entry from the Open Molecules 2025 dataset: a structure of composition C24H31Ge2N3OPtSTe (ωB97M-V/def2-TZVPD).

Positions of all 64 atoms, in Å:
Pt: -0.58 -0.04 0.53
C: 0.33 2.96 -3.57
C: 0.69 1.80 -2.64
Ge: -0.75 1.24 -1.44
C: -1.93 2.74 -0.99
C: -3.14 3.03 -1.88
C: -2.79 -0.21 -2.11
C: -1.52 -0.59 -2.60
Ge: -0.32 -1.54 -1.34
C: -1.20 -3.18 -0.69
C: -2.31 -3.66 -1.61
C: 1.53 -1.79 -1.95
C: 1.87 -3.16 -2.53
C: -1.28 -0.45 -4.06
C: -0.50 -1.40 -4.71
C: -0.28 -1.34 -6.08
C: -0.85 -0.33 -6.83
C: -1.65 0.62 -6.20
C: -1.86 0.56 -4.83
H: 1.19 3.21 -4.20
H: 0.07 3.85 -3.01
H: -0.50 2.72 -4.23
H: 1.50 2.11 -1.98
H: 1.06 0.94 -3.20
H: -1.25 3.59 -1.00
H: -2.25 2.59 0.04
H: -2.85 3.18 -2.92
H: -3.65 3.93 -1.54
H: -3.86 2.22 -1.83
H: -3.47 0.26 -2.81
H: -1.58 -2.99 0.32
H: -0.42 -3.94 -0.59
H: -3.07 -2.89 -1.76
H: -2.81 -4.54 -1.20
H: -1.92 -3.93 -2.60
H: 2.12 -1.63 -1.04
H: 1.82 -0.98 -2.63
H: 1.44 -3.97 -1.94
H: 2.95 -3.31 -2.55
H: 1.52 -3.29 -3.56
H: -0.07 -2.21 -4.14
H: 0.33 -2.10 -6.56
H: -0.69 -0.28 -7.90
H: -2.10 1.42 -6.77
H: -2.46 1.32 -4.36
Te: 1.75 0.15 1.70
C: 3.36 0.00 0.36
C: 4.23 -1.05 0.27
C: 5.25 -0.85 -0.70
C: 5.16 0.36 -1.31
S: 3.84 1.26 -0.71
H: 4.13 -1.94 0.87
H: 6.03 -1.58 -0.91
H: 5.80 0.77 -2.07
N: -3.02 -0.80 3.83
C: -2.46 -0.57 2.63
O: -1.25 -0.17 2.59
C: -3.21 -0.75 1.43
C: -4.58 -1.14 1.51
N: -5.68 -1.44 1.67
C: -2.60 -0.40 0.21
N: -3.29 -0.35 -0.90
H: -2.47 -0.63 4.65
H: -3.98 -1.07 3.91

Output
Calculated total energy, hartree: -6112.0057
Total charge: 0
Spin multiplicity: 1

Entry from the Open Molecules 2025 dataset: a structure of composition C21H32As3HfN2OS2 (ωB97M-V/def2-TZVPD).

Positions of all 62 atoms, in Å:
Hf: -0.01 -0.26 1.15
S: 2.23 0.38 1.96
C: 1.86 2.03 1.30
C: 2.52 3.10 1.80
C: 2.06 4.46 1.72
C: 3.09 5.46 1.85
N: 3.95 6.22 1.95
C: 0.75 4.84 1.70
C: -0.37 3.94 1.76
C: -0.38 2.68 1.28
S: -1.56 1.48 1.92
C: 0.42 6.24 1.82
N: 0.11 7.35 1.90
H: 3.41 2.93 2.39
H: -1.22 4.28 2.33
C: -3.88 -1.20 1.11
As: -2.30 -1.53 0.04
C: -2.85 -0.92 -1.70
C: -2.35 -3.48 -0.01
C: -1.23 -4.28 -0.69
C: -1.01 -3.78 -2.11
C: 0.07 -4.24 0.14
As: 1.18 -2.64 0.12
C: 2.46 -3.19 1.48
C: 2.23 -2.76 -1.48
C: -1.74 -5.74 -0.73
As: -0.72 -7.35 -1.27
C: 0.28 -7.73 0.37
C: 0.77 -6.69 -2.35
H: -4.71 -1.75 0.67
H: -4.09 -0.14 1.12
H: -3.72 -1.55 2.13
H: -3.63 -1.60 -2.04
H: -2.03 -0.91 -2.40
H: -3.25 0.09 -1.60
H: -3.30 -3.71 -0.50
H: -2.47 -3.80 1.03
H: -0.68 -2.73 -2.14
H: -1.93 -3.84 -2.68
H: -0.26 -4.36 -2.64
H: 0.74 -5.03 -0.20
H: -0.14 -4.46 1.19
H: 2.72 -4.24 1.30
H: 2.04 -3.10 2.48
H: 3.35 -2.57 1.41
H: 2.69 -3.75 -1.47
H: 3.00 -1.99 -1.48
H: 1.61 -2.65 -2.37
H: -2.63 -5.75 -1.37
H: -2.10 -6.02 0.26
H: -0.40 -7.69 1.23
H: 1.12 -7.05 0.55
H: 0.67 -8.74 0.30
H: 0.42 -6.33 -3.31
H: 1.41 -7.56 -2.53
H: 1.37 -5.92 -1.86
C: 0.99 3.09 -0.90
C: 0.71 2.21 0.30
O: 0.35 0.92 -0.26
H: 1.28 4.10 -0.64
H: 0.08 3.14 -1.50
H: 1.78 2.64 -1.49

Output
Calculated total energy, hartree: -8555.6345
Total charge: +1
Spin multiplicity: 1

Entry from the Open Molecules 2025 dataset: a structure of composition C45H68ClGeN7P3PtS at a distorted geometry (ωB97M-V/def2-TZVPD).

Positions of all 127 atoms, in Å:
Pt: 0.93 -0.60 0.82
C: -1.05 -2.41 4.98
C: 0.01 -1.63 4.17
C: 0.27 -0.29 4.85
P: -0.49 -1.53 2.40
C: -2.10 -0.68 2.43
N: -2.32 0.31 1.41
Ge: -1.18 0.59 -0.06
N: -0.23 2.16 -0.46
C: 1.19 2.24 -0.26
P: 1.58 1.56 1.37
C: 0.88 2.65 2.67
C: 1.08 4.13 2.28
C: -0.60 2.45 2.98
C: 3.42 1.54 1.56
C: 4.04 2.88 1.98
C: 4.11 1.03 0.29
C: -0.90 3.25 -1.07
C: -0.27 4.35 -1.64
C: -1.02 5.30 -2.33
C: -2.38 5.15 -2.49
C: -3.02 4.06 -1.91
C: -2.28 3.15 -1.18
N: -2.85 2.01 -0.47
C: -3.42 2.33 0.83
C: -4.14 3.47 1.12
C: -4.79 3.56 2.35
C: -4.72 2.50 3.23
C: -3.96 1.37 2.95
C: -3.26 1.30 1.75
C: -3.77 1.22 -1.27
C: -5.12 1.52 -1.38
C: -5.93 0.77 -2.21
C: -5.37 -0.29 -2.90
C: -4.03 -0.62 -2.76
C: -3.21 0.13 -1.92
N: -1.83 -0.14 -1.67
C: -1.31 -1.28 -2.37
P: 0.40 -1.06 -2.90
C: 0.63 0.67 -3.43
C: 2.04 0.90 -3.98
C: -0.47 1.16 -4.37
C: 0.75 -2.29 -4.19
C: 0.16 -1.92 -5.56
C: 0.28 -3.68 -3.74
C: -0.81 -3.27 1.89
C: -1.37 -3.38 0.48
C: 0.41 -4.17 2.10
H: -0.69 -2.50 6.00
H: -1.21 -3.43 4.61
H: -2.00 -1.89 5.01
H: 0.93 -2.23 4.17
H: -0.66 0.20 5.12
H: 0.84 0.41 4.23
H: 0.83 -0.46 5.77
H: -2.13 -0.22 3.42
H: -2.87 -1.46 2.42
H: 1.57 3.27 -0.30
H: 1.77 1.66 -0.98
H: 1.48 2.41 3.55
H: 0.32 4.42 1.55
H: 2.06 4.38 1.89
H: 0.92 4.74 3.17
H: -1.22 2.80 2.16
H: -0.85 3.07 3.85
H: -0.86 1.43 3.21
H: 3.59 0.83 2.37
H: 3.91 3.65 1.23
H: 5.11 2.71 2.10
H: 3.66 3.24 2.94
H: 4.15 1.81 -0.47
H: 3.64 0.15 -0.15
H: 5.14 0.77 0.53
H: 0.80 4.49 -1.58
H: -0.52 6.16 -2.76
H: -2.95 5.87 -3.05
H: -4.09 3.92 -2.04
H: -4.22 4.28 0.40
H: -5.36 4.44 2.60
H: -5.27 2.54 4.17
H: -3.96 0.56 3.67
H: -5.53 2.34 -0.80
H: -6.98 1.00 -2.30
H: -5.99 -0.89 -3.56
H: -3.69 -1.49 -3.30
H: -1.85 -1.42 -3.31
H: -1.38 -2.24 -1.84
H: 0.51 1.21 -2.49
H: 2.17 0.43 -4.95
H: 2.82 0.52 -3.30
H: 2.20 1.97 -4.11
H: -0.39 0.74 -5.37
H: -0.36 2.24 -4.47
H: -1.47 0.97 -3.99
H: 1.85 -2.29 -4.27
H: -0.91 -1.72 -5.50
H: 0.29 -2.77 -6.23
H: 0.65 -1.07 -6.01
H: -0.81 -3.76 -3.80
H: 0.57 -3.92 -2.71
H: 0.68 -4.44 -4.41
H: -1.60 -3.54 2.60
H: -0.59 -3.14 -0.25
H: -2.22 -2.72 0.31
H: -1.70 -4.40 0.30
H: 1.27 -3.82 1.53
H: 0.16 -5.18 1.76
H: 0.70 -4.25 3.15
N: 3.59 -5.38 -2.51
C: 4.05 -4.39 -3.19
N: 4.91 -4.25 -4.13
S: 1.62 -1.56 -1.30
H: 3.91 -6.33 -2.64
H: 2.84 -5.23 -1.84
H: 5.41 -5.05 -4.54
H: 5.16 -3.34 -4.49
Cl: 4.20 -1.71 5.48
C: 4.04 -2.02 3.80
C: 4.90 -2.89 3.14
C: 4.70 -3.06 1.78
C: 3.66 -2.40 1.14
N: 2.82 -1.58 1.79
C: 3.04 -1.39 3.09
H: 5.69 -3.39 3.67
H: 5.36 -3.70 1.21
H: 3.50 -2.52 0.08
H: 2.39 -0.69 3.60

Output
Calculated total energy, hartree: -6216.2776
Total charge: +4
Spin multiplicity: 2
Expectation value of S²: 0.754